Run P
{
  "formula": "C4H6OS",
  "method": "ωB97M-V/def2-TZVPD",
  "symbols": ["C", "C", "C", "C", "O", "S", "H", "H", "H", "H", "H", "H"],
  "xyz": [[1.117, 0.310, 0.373], [0.004, 1.181, -0.203], [0.832, -1.096, -0.012], [-1.804, -0.875, -0.317], [-0.501, -1.469, -0.172], [-1.766, 0.803, 0.186], [1.962, 0.798, 0.020], [1.100, 0.582, 1.394], [-0.040, 2.183, -0.056], [0.210, 1.192, -1.336], [1.359, -1.970, 0.179], [-2.472, -1.639, -0.056]]
}

---

Run Q
{
  "formula": "C4H6OS",
  "method": "ωB97M-V/def2-TZVPD",
  "symbols": ["C", "C", "C", "C", "O", "S", "H", "H", "H", "H", "H", "H"],
  "xyz": [[0.667, -0.796, -0.529], [1.019, 0.266, -1.167], [-0.593, -0.823, 0.349], [-1.027, 1.413, -0.238], [-1.506, 0.181, -0.014], [-0.423, 2.448, 1.055], [1.185, -1.753, -0.500], [1.722, 0.712, -1.818], [-1.122, -1.772, 0.238], [-0.275, -0.721, 1.398], [-1.548, 1.965, -1.001], [0.142, 1.476, 1.783]]
}

---

Run R
{
  "formula": "C4H6OS",
  "method": "ωB97M-V/def2-TZVPD",
  "symbols": ["C", "C", "C", "C", "O", "S", "H", "H", "H", "H", "H", "H"],
  "xyz": [[1.213, 0.966, 0.185], [-0.532, -0.169, -1.279], [-0.804, -0.499, 1.210], [0.592, -0.205, -0.325], [0.722, 2.054, 0.134], [-1.747, -1.193, -0.330], [2.089, 0.688, 0.810], [-1.135, 0.709, -1.377], [-0.365, -0.435, -2.281], [-0.290, -1.154, 1.861], [-0.921, 0.435, 1.631], [1.178, -1.195, -0.240]]
}

---

Run S
{
  "formula": "C4H6OS",
  "method": "ωB97M-V/def2-TZVPD",
  "symbols": ["C", "C", "C", "C", "O", "S", "H", "H", "H", "H", "H", "H"],
  "xyz": [[1.613, 0.155, 0.783], [0.412, 0.123, 0.217], [0.728, -1.556, -0.778], [-0.930, 0.812, 0.373], [2.793, -2.354, 0.881], [2.500, -1.274, -0.017], [1.901, 0.887, 1.608], [0.265, -2.438, -0.491], [0.744, -1.351, -1.789], [-1.032, 1.473, 1.221], [-1.699, 0.026, 0.214], [-1.047, 1.535, -0.352]]
}

---

The least stable of the structures above is run P, whereas run R is the most stable.